The following is a DFT calculation (ωB97M-V/def2-TZVPD) of 9 unconnected molecules or ions with the total composition C39H66NO19S.

Multiplicity: 1
E_tot (Ha): -3407.97240
E_HOMO (eV): -11.55
F_max (eV/Å): 0.61
Gap between HOMO and LUMO (eV): 8.7
Charge: +1
LUMO (eV): -2.884

Element x y z (Å)
C 7.502 2.919 -0.378
C 7.383 4.251 -1.121
O 7.525 4.091 -2.532
C 6.133 5.059 -0.774
N 4.911 4.588 -1.416
C 3.868 5.588 -1.502
C 2.795 5.404 -0.439
O 1.552 4.977 -1.115
S 0.503 4.302 -0.154
C 0.928 2.591 0.053
C 1.225 1.766 -1.190
O 2.293 2.265 -1.962
H 8.408 2.911 0.226
H 7.599 2.093 -1.077
H 6.664 2.720 0.284
H 8.214 4.899 -0.848
H 6.940 3.377 -2.822
H 6.001 5.017 0.311
H 6.317 6.107 -1.040
H 5.103 4.218 -2.335
H 3.382 5.541 -2.477
H 4.270 6.602 -1.400
H 2.562 6.323 0.098
H 3.106 4.637 0.270
H -0.472 4.153 -1.066
H 0.056 2.183 0.573
H 1.756 2.584 0.762
H 1.453 0.762 -0.824
H 0.355 1.673 -1.832
H 3.126 2.150 -1.479
O 5.768 0.272 -0.153
C 4.903 -0.499 -0.464
O 3.749 -0.605 0.237
C 2.944 -1.684 -0.299
C 3.424 -1.847 -1.736
C 4.898 -1.475 -1.621
H 3.116 -2.573 0.309
H 1.898 -1.396 -0.212
H 3.249 -2.839 -2.143
H 2.896 -1.126 -2.362
H 5.527 -2.328 -1.368
H 5.310 -0.997 -2.505
O 0.397 -0.285 1.878
C 0.177 0.389 2.844
O 0.540 1.703 2.847
C 0.241 2.309 4.129
C -0.840 1.416 4.723
C -0.482 0.044 4.154
H 1.156 2.318 4.724
H -0.080 3.334 3.957
H -0.872 1.441 5.809
H -1.819 1.722 4.350
H 0.235 -0.491 4.779
H -1.352 -0.587 3.990
O -4.376 0.840 4.471
C -4.275 0.361 3.377
O -3.680 -0.836 3.172
C -3.576 -1.108 1.756
C -4.650 -0.247 1.100
C -4.703 0.949 2.047
H -2.564 -0.840 1.439
H -3.717 -2.175 1.608
H -4.430 -0.001 0.066
H -5.606 -0.769 1.115
H -3.978 1.723 1.779
H -5.686 1.404 2.136
O -6.184 -0.410 -1.519
C -7.335 -0.623 -1.266
O -7.869 -0.272 -0.071
C -9.233 -0.732 0.021
C -9.691 -0.910 -1.423
C -8.386 -1.302 -2.114
H -9.234 -1.674 0.571
H -9.799 0.009 0.579
H -10.488 -1.643 -1.521
H -10.052 0.040 -1.818
H -8.194 -2.375 -2.064
H -8.308 -0.969 -3.145
O 0.516 -0.979 -2.908
C -0.076 -0.722 -3.918
O -0.482 -1.643 -4.806
C -1.041 -1.003 -5.976
C -1.472 0.390 -5.510
C -0.443 0.658 -4.417
H -0.262 -0.963 -6.739
H -1.857 -1.622 -6.335
H -1.492 1.126 -6.309
H -2.470 0.333 -5.074
H 0.463 1.121 -4.814
H -0.820 1.257 -3.593
O -6.684 -3.779 -0.565
C -6.272 -4.839 -0.192
O -6.903 -5.994 -0.487
C -6.258 -7.106 0.162
C -4.835 -6.631 0.441
C -5.047 -5.134 0.654
H -6.808 -7.330 1.078
H -6.317 -7.963 -0.503
H -4.376 -7.145 1.282
H -4.213 -6.794 -0.439
H -5.290 -4.891 1.691
H -4.214 -4.514 0.333
O 0.302 0.506 9.141
C -0.861 0.321 8.942
O -1.313 -0.145 7.749
C -2.756 -0.171 7.727
C -3.169 -0.223 9.195
C -2.041 0.559 9.865
H -3.111 0.732 7.225
H -3.068 -1.035 7.148
H -4.162 0.185 9.366
H -3.160 -1.256 9.545
H -2.236 1.633 9.886
H -1.797 0.229 10.871
O 6.738 -3.007 -3.433
C 7.181 -2.760 -4.516
O 6.714 -3.354 -5.636
C 7.492 -2.957 -6.780
C 8.134 -1.630 -6.386
C 8.308 -1.810 -4.879
H 8.234 -3.734 -6.973
H 6.822 -2.889 -7.634
H 9.056 -1.431 -6.925
H 7.441 -0.811 -6.584
H 9.250 -2.298 -4.625
H 8.226 -0.893 -4.301